(1)
DFT (wB97M-V/def2-TZVPD) results for a molecular structure, C23H18AuN6O5S2.

## Properties
**E_LUMO**: -4.28 eV
**Relative energy (zero: lowest compared OMol25 entry of this formula, charge and spin)**: 7.8 kcal/mol
**E**: -68678.7968 eV
**Total charge**: +1

Structure (XYZ):
```
55
Properties=species:S:1:pos:R:3:mulliken_charge:R:1
Au 0.06339 -0.13972 0.02338 1.298
S -1.89793 2.16433 -0.10367 -0.327
S 2.96589 -0.90901 -0.65638 1.279
O -3.25911 -2.02697 -1.29821 -0.582
O 2.95545 -1.10666 -2.07427 -0.634
O -3.10206 -2.12763 1.62403 -0.591
O 2.58920 -2.01333 0.18374 -0.681
O 2.20634 2.28758 1.04827 -0.662
N -0.15256 -0.19745 2.04400 -0.059
N 2.03088 0.42547 -0.27154 -0.579
N -3.94827 1.05882 1.30279 0.142
N -1.57104 -1.28787 0.10718 -0.119
N -0.23817 -0.31473 -1.95045 0.069
N -4.26649 0.97725 -0.82072 0.284
C 4.19068 1.03363 0.49898 0.124
C 4.46459 -0.17862 -0.09905 0.605
C -4.10205 1.14881 -2.24542 -0.942
C 6.51272 1.33767 0.89831 -0.534
C -1.42049 -1.26223 3.75734 -0.709
C -5.15592 0.42751 1.11369 -0.666
C -5.35131 0.37615 -0.21842 -0.164
C 5.74779 -0.66670 -0.23256 -0.829
C 2.73541 1.35100 0.49177 0.311
C -1.53173 -1.49841 -3.55038 -0.554
C -3.39021 1.40002 0.11544 -0.116
C -1.17381 -0.99692 2.42805 0.606
C -2.08201 -1.55016 1.35334 0.114
C -1.27377 -1.12715 -2.24989 0.421
C -0.70356 -1.01758 -4.55629 -0.398
C 6.77256 0.11504 0.28623 -0.521
C -0.59951 -0.69042 4.71764 -0.307
C 0.33052 -0.15931 -4.23385 -0.857
C 0.42008 0.15123 4.31427 -0.881
C -2.17125 -1.55221 -1.10510 0.134
C 0.54817 0.17333 -2.90579 -0.098
C 5.21428 1.81684 1.01229 -0.640
C 0.62451 0.38056 2.96040 -0.025
H -3.50778 1.27167 2.18060 0.233
H 5.94949 -1.61311 -0.71107 0.492
H 0.98758 0.24252 -4.98892 0.457
H -2.37388 -2.14717 -3.74481 0.566
H 7.79427 -0.23059 0.20821 0.416
H -3.03861 1.26371 -2.45237 0.279
H 4.99031 2.76722 1.47495 0.537
H -2.24984 -1.90870 4.00789 0.565
H 1.38281 1.04993 2.59627 0.533
H 7.33644 1.92280 1.28227 0.405
H 1.34751 0.82194 -2.58853 0.627
H -5.75318 0.05783 1.92396 0.426
H -6.15542 -0.04655 -0.78888 0.465
H -4.63031 2.04274 -2.57747 0.329
H -4.49275 0.26460 -2.74540 0.359
H 1.06648 0.63651 5.03018 0.472
H -0.87086 -1.30656 -5.58331 0.468
H -0.76343 -0.89096 5.76728 0.459
```


(2)
DFT (wB97M-V/def2-TZVPD) results for 2 unconnected molecules or ions with the total composition C7H8N4S at a distorted geometry.

## Properties
**Spin multiplicity**: 3
**E_LUMO (alpha / beta)**: -9.71 / -13.28 eV
**Expectation value of S²**: 2.048
**E**: -24160.0332 eV
**Total charge**: +2

Structure (XYZ):
```
20
Properties=species:S:1:pos:R:3:lowdin_spin:R:1
S -0.33100 -2.85317 -0.28335 0.189
N -1.54122 -0.38165 0.03351 0.022
N -3.50119 0.76820 -0.21221 0.241
N 1.42477 -0.29534 -0.10744 0.121
N 3.61983 -0.03198 0.44095 0.713
C 1.95297 0.59334 -0.87222 0.041
C 2.46143 -0.76379 0.78045 0.055
C -0.70362 -1.38228 -0.07611 0.149
C -1.48952 0.74266 0.75050 0.352
C -2.72956 1.42715 0.57948 -0.005
C -2.90655 -0.38577 -0.64703 0.027
C 3.36052 0.76074 -0.51904 0.043
H 1.41961 1.11232 -1.64793 0.002
H 2.65071 -1.83533 0.65259 0.002
H 2.20425 -0.61808 1.83583 0.001
H -3.49635 -1.27447 -0.37714 0.012
H -2.80509 -0.39947 -1.74321 0.013
H -0.64122 1.03191 1.34767 0.019
H 4.07874 1.42497 -0.96549 0.008
H -3.02752 2.36005 1.03020 -0.005
```


(3)
DFT (wB97M-V/def2-TZVPD) results for a single C2H2F2INO molecule at a distorted geometry.

## Properties
**E_LUMO**: -0.01 eV
**Relative energy (zero: lowest compared OMol25 entry of this formula, charge and spin)**: 11.6 kcal/mol
**E**: -19179.0271 eV
**Total charge**: 0

Structure (XYZ):
```
9
Properties=species:S:1:pos:R:3:mulliken_charge:R:1
I 0.93779 1.87609 2.83865 0.056
F 2.56449 0.57791 0.73263 -0.235
F 2.30287 2.79830 0.38082 -0.202
O -0.58906 2.11968 -0.11704 -0.505
N 0.60749 0.30960 -1.07926 -0.374
C 0.35583 1.34974 -0.23419 0.372
C 1.73256 1.60037 0.76480 0.352
H 1.28216 -0.36225 -0.56719 0.279
H -0.05417 0.05012 -1.84349 0.256
```


The highest E belongs to which entry?
C2H2F2INO


E of number 3 (C2H2F2INO)?
-19179.0271 eV